DFT (the ωB97M-V functional and the def2-TZVPD basis) results for a structure of composition C32H55Cl40N3OS.

Structure (XYZ):
```
132
Properties=species:S:1:pos:R:3
Cl -3.272 2.771 -3.066
Cl -8.407 5.494 -3.186
Cl -7.215 -0.051 3.540
Cl -5.517 9.578 1.034
Cl 4.385 -2.915 -4.738
Cl -2.450 -9.949 -2.423
Cl 1.312 -7.772 2.587
Cl 1.396 -9.756 -3.561
Cl -7.209 0.764 -4.556
Cl 1.471 -12.100 -6.455
Cl -4.814 4.465 -4.870
Cl -10.915 6.543 -2.133
Cl 5.971 -4.456 -1.563
Cl -3.333 7.833 2.918
Cl -7.178 2.703 4.496
Cl -1.264 -7.609 -0.470
Cl 3.891 -4.562 0.478
Cl 4.754 0.420 -2.863
Cl 0.735 -3.200 -1.046
Cl -0.704 4.933 -3.496
Cl -6.002 10.642 3.704
Cl 11.887 -0.553 0.384
Cl -3.146 4.255 3.439
Cl -5.129 0.870 -6.597
Cl 1.797 -5.434 4.258
Cl -5.464 6.657 -1.547
Cl 1.408 6.916 -3.172
Cl 6.893 -3.963 -5.792
Cl -4.138 2.466 5.516
Cl -1.613 6.066 1.362
Cl 6.419 3.841 6.338
Cl 3.819 5.005 5.719
Cl -0.609 -12.206 -4.414
Cl 10.167 1.213 1.940
Cl -2.164 -3.499 -0.955
Cl -4.161 -10.877 -0.252
Cl 7.552 0.370 -2.045
Cl 1.635 -7.311 -0.560
Cl -2.565 6.955 -1.638
Cl 3.508 -7.773 -3.238
S 3.072 -3.646 2.752
O 4.839 1.032 1.193
N 4.234 3.233 2.175
N 3.139 -2.238 3.818
N 1.668 -3.310 1.708
C 1.927 -1.454 3.332
C 10.698 0.753 0.318
C -5.752 11.040 2.000
C 3.050 3.219 3.164
C 2.328 -8.478 -4.350
C 0.257 -8.312 -1.034
C -6.738 0.263 -6.185
C -0.138 -12.707 -6.043
C -0.643 -4.202 -1.519
C 6.082 1.525 3.411
C -2.802 7.372 1.296
C -3.938 2.939 -4.695
C -9.300 6.948 -2.724
C 4.996 1.926 2.208
C -7.761 1.062 4.801
C 6.000 -2.509 -5.330
C 1.411 -0.006 3.904
C 1.076 -7.046 4.181
C 0.302 3.532 3.092
C 4.362 -5.063 -1.151
C -3.943 5.954 -2.111
C 1.685 3.259 2.256
C 0.078 0.783 3.287
C 4.682 3.780 6.657
C 0.995 -1.999 2.098
C 0.228 6.211 -4.284
C 5.911 -0.164 -1.661
C -4.066 -9.881 -1.709
C -4.514 3.850 4.483
C -0.849 0.178 2.052
C -0.358 -1.288 1.446
C -0.236 2.265 3.982
H 1.811 4.183 1.511
H -2.351 8.240 0.809
H -1.426 2.356 4.008
H -8.751 7.466 -1.934
H 1.645 -7.695 -4.686
H -6.629 11.576 1.627
H 4.509 3.959 7.721
H 0.467 4.435 3.822
H 11.149 1.621 -0.169
H 4.371 -6.155 -1.198
H 0.374 -9.307 -0.596
H -3.119 2.915 -5.418
H -3.826 4.959 -1.673
H -0.455 6.994 -4.621
H -0.862 -12.312 -6.760
H -8.853 1.071 4.819
H 2.857 -8.900 -5.208
H -3.969 5.877 -3.201
H 2.047 0.485 4.776
H -9.393 7.601 -3.596
H -4.793 -10.248 -2.438
H 3.829 3.282 1.197
H 0.231 -8.390 -2.123
H 6.549 -1.991 -4.539
H 3.184 2.262 3.824
H -0.906 -1.811 0.555
H 9.832 0.416 -0.258
H -3.668 7.036 0.720
H 5.887 -1.256 -1.645
H 0.757 5.789 -5.142
H -4.866 11.673 1.908
H 4.305 2.791 6.383
H -7.378 0.722 5.766
H -1.784 0.773 1.652
H 0.004 -6.966 4.381
H 5.733 0.504 3.888
H 0.100 2.279 5.111
H 7.172 1.318 2.978
H -4.624 2.111 -4.886
H 5.907 -1.857 -6.202
H 6.144 2.365 4.254
H -6.729 -0.829 -6.233
H -4.747 4.711 5.114
H -7.462 0.658 -6.902
H -0.526 -5.196 -1.081
H 3.051 4.229 3.802
H -0.129 -13.799 -6.091
H 5.631 0.226 -0.679
H 1.545 -7.682 4.935
H -4.296 -8.845 -1.448
H -0.669 -4.279 -2.609
H 1.683 2.301 1.586
H 3.638 -4.668 -1.868
H -5.377 3.605 3.860
H -0.540 3.806 2.297
```

Values from the calculation:
molecular weight = 1948.00 g mol⁻¹
HOMO = -7.7 eV



DFT (the ωB97M-V functional and the def2-TZVPD basis) results for a cluster of 4 separate species, C32H55N3O4 in total.

Structure (XYZ):
```
94
Properties=species:S:1:pos:R:3
O -6.517 3.767 1.163
O -8.482 2.791 -3.224
O -8.117 3.211 -0.722
O -6.247 0.517 -2.988
N 1.016 -1.227 4.406
N 3.032 -0.965 -3.958
N 5.847 -1.111 0.409
C 2.377 3.775 0.495
C -6.669 1.498 -1.976
C 5.530 -3.574 -2.195
C 1.835 -0.825 -7.349
C 0.460 3.875 2.490
C 2.107 1.748 -1.370
C 4.618 -2.452 -1.694
C -2.236 -0.959 -1.088
C -4.746 1.130 0.074
C 1.164 2.740 3.441
C -0.236 -2.471 7.542
C 1.663 2.353 0.088
C 0.945 -2.007 5.394
C -7.895 2.585 -2.036
C 0.438 -0.997 -6.763
C 0.025 -1.073 8.093
C -0.669 -1.361 -1.352
C -6.887 3.036 0.089
C 2.887 -1.681 -6.641
C 0.234 -0.080 -0.777
C 0.859 -2.948 6.585
C -6.056 1.795 -0.653
C 6.871 -3.063 -2.712
C -4.736 -1.583 -0.472
C 0.290 1.370 3.654
C 1.628 0.163 -1.604
C 2.966 -1.290 -5.175
C 1.516 4.702 1.543
C 5.289 -1.719 -0.545
C -1.337 1.582 3.683
C -4.956 -0.395 0.634
C -3.185 -2.175 -0.531
H 0.873 5.525 0.971
H -3.236 -3.103 -1.279
H -0.509 -1.358 -2.531
H 1.811 -1.092 -8.411
H -3.835 1.281 -0.645
H 2.633 -2.744 -6.718
H 0.587 0.953 4.732
H 2.514 4.413 -0.487
H 3.867 -1.532 -7.106
H -0.032 4.670 3.232
H 5.022 -4.116 -3.001
H 1.829 -2.976 7.093
H -0.311 -3.175 8.378
H 0.982 -1.034 8.625
H 1.442 3.257 4.461
H 1.491 -0.036 -2.773
H -0.766 -0.787 8.793
H 7.477 -3.894 -3.085
H 1.611 2.365 -2.257
H -2.837 -2.623 0.500
H 2.260 5.328 2.234
H 3.463 3.513 0.890
H -4.519 1.807 1.031
H -5.436 -2.494 -0.146
H 0.042 -0.322 7.297
H 0.549 0.500 2.902
H 7.447 -2.571 -1.922
H -0.443 3.472 1.836
H -4.122 -0.562 1.471
H 2.513 -0.539 -1.271
H 0.116 -2.044 -6.817
H 0.395 -0.678 -5.716
H -5.042 -1.311 -1.568
H -2.225 -0.129 -0.230
H -0.285 -0.390 -7.317
H 0.373 -0.245 0.380
H -5.990 -0.519 1.216
H -2.707 -0.513 -2.072
H 3.286 1.833 -1.514
H 3.666 -2.868 -1.348
H -1.695 2.424 4.416
H -1.728 1.716 2.586
H -1.800 0.559 4.076
H -1.206 -2.475 7.029
H -0.339 -2.393 -0.911
H 4.405 -1.741 -2.500
H 2.116 0.234 -7.289
H -5.417 0.893 -3.426
H -0.447 0.878 -0.987
H 2.198 2.424 2.938
H 1.766 1.552 0.963
H 0.633 -3.959 6.229
H 6.729 -2.349 -3.531
H 0.495 2.584 0.012
H 5.712 -4.294 -1.388
```

Values from the calculation:
relative energy (zero: lowest compared OMol25 entry of this formula, charge and spin) = 295.3 kcal/mol
molecular weight = 545.81 g mol⁻¹
HOMO = -9.9 eV
SMILES string = CCCCCCCCCCCCCCCCC1=C(O)C(=O)OC1=O.CCCC#N.CCCC#N.CCCC#N



molecular weight of number 2 (C32H55N3O4)? 545.81 g mol⁻¹



The highest HOMO belongs to which entry? C32H55Cl40N3OS



What is the HOMO in the first record? -7.7 eV